# 1
{
  "formula": "C23H27N5O3PdS5Se",
  "method": "ωB97M-V/def2-TZVPD",
  "homo_energy_ev": [-14.02, -14.30],
  "spin_multiplicity": 5,
  "e_tot_ha": -5911.77127,
  "total_charge": 2,
  "homo_lumo_gap_ev": [7.8, 5.6],
  "de_lowest_kcal_mol": 8.3,
  "mol_weight_g_mol": 767.22,
  "s2": 6.04,
  "species": ["Pd", "C", "C", "S", "C", "C", "S", "C", "C", "S", "H", "H", "H", "H", "H", "H", "H", "H", "H", "H", "H", "H", "N", "C", "C", "C", "C", "C", "C", "S", "O", "O", "O", "H", "H", "H", "H", "H", "H", "Se", "N", "C", "C", "C", "C", "C", "C", "N", "H", "H", "H", "H", "C", "C", "C", "C", "N", "C", "S", "N", "H", "H", "H", "H", "H"],
  "positions_angstrom": [[0.7214, 0.8124, -0.8266], [3.1590, -0.2075, -2.8260], [2.3323, 0.5296, -3.8728], [0.6098, 0.8178, -3.3690], [0.3668, 2.5811, -3.7088], [1.2564, 3.5441, -2.9423], [1.2165, 3.2783, -1.1440], [2.9867, 3.2743, -0.7469], [3.8089, 2.1962, -1.4393], [3.1785, 0.5134, -1.1604], [4.1881, -0.3048, -3.1731], [2.7856, -1.2214, -2.6681], [2.3129, -0.0583, -4.7897], [2.7763, 1.4923, -4.1244], [-0.6877, 2.7557, -3.4863], [0.4806, 2.7442, -4.7812], [0.9317, 4.5666, -3.1326], [2.2891, 3.4742, -3.2785], [3.0320, 3.1827, 0.3394], [3.3901, 4.2588, -0.9867], [4.8306, 2.2324, -1.0622], [3.8694, 2.3711, -2.5118], [-1.5616, 1.0982, -0.7473], [-2.2456, 0.4883, 0.3634], [-2.5527, -0.8653, 0.3113], [-3.1607, -1.4626, 1.3989], [-3.4314, -0.7156, 2.5399], [-3.1181, 0.6355, 2.5901], [-2.5305, 1.2438, 1.4910], [-4.1268, -1.5175, 3.9616], [-5.5870, -1.7209, 3.7588], [-3.5616, -2.8435, 4.0237], [-3.9494, -0.6474, 5.0893], [-1.7357, 2.0983, -0.7549], [-1.9346, 0.7408, -1.6218], [-2.3105, -1.4513, -0.5670], [-3.3941, -2.5198, 1.3767], [-3.3336, 1.2070, 3.4831], [-2.2866, 2.3002, 1.5248], [1.5794, -2.2894, 0.6260], [0.5822, -1.4839, -0.6363], [0.5229, -2.3148, -1.6789], [-0.2346, -2.1213, -2.8727], [-0.1859, -3.0727, -3.8398], [0.6052, -4.2624, -3.7088], [1.3059, -4.5105, -2.5796], [1.2749, -3.5411, -1.5262], [1.9181, -3.6842, -0.3835], [-0.8802, -1.2617, -2.9759], [-0.7835, -2.9516, -4.7345], [0.6115, -4.9737, -4.5233], [1.8868, -5.4120, -2.4398], [-1.0936, 1.3481, 6.1114], [-0.6605, 0.5744, 4.9144], [-0.8396, -0.8067, 4.8032], [-0.4629, -1.4322, 3.6261], [0.0522, -0.7533, 2.6012], [0.2416, 0.5442, 2.8348], [1.0599, 1.4567, 1.5930], [-0.0521, 1.2415, 3.9250], [-1.6714, 0.7350, 6.7989], [-1.6949, 2.2016, 5.7990], [-0.2181, 1.7409, 6.6314], [-1.2797, -1.3739, 5.6122], [-0.5977, -2.4986, 3.4927]],
  "lowdin_charge": [0.363, -0.457, -0.432, 0.908, -0.474, -0.457, 0.859, -0.485, -0.452, 0.866, 0.105, 0.071, 0.100, 0.077, 0.084, 0.103, 0.099, 0.074, 0.061, 0.105, 0.100, 0.072, 0.035, -0.300, -0.015, -0.027, -0.273, -0.037, -0.026, 0.506, -0.046, -0.179, -0.197, 0.098, 0.098, 0.114, 0.133, 0.127, 0.130, 1.177, -0.311, -0.399, -0.098, -0.036, -0.042, 0.007, -0.379, -0.197, 0.056, 0.121, 0.120, 0.130, 0.002, -0.289, 0.031, -0.092, 0.014, -0.780, 0.853, 0.129, 0.092, 0.097, 0.102, 0.132, 0.130]
}

# 2
{
  "formula": "C4H6N2",
  "method": "ωB97M-V/def2-TZVPD",
  "homo_energy_ev": -8.57,
  "e_tot_ha": -265.53472,
  "homo_lumo_gap_ev": 9.5,
  "smiles": "Cc1c[nH]cn1",
  "de_lowest_kcal_mol": 0.5,
  "mol_weight_g_mol": 82.11,
  "species": ["C", "C", "C", "N", "C", "N", "H", "H", "H", "H", "H", "H"],
  "positions_angstrom": [[-1.8615, -0.3981, 0.2442], [-0.3880, -0.1754, 0.0914], [0.2978, 1.0096, 0.0811], [1.6027, 0.6796, -0.2022], [1.6535, -0.6698, -0.3287], [0.4774, -1.2199, -0.1578], [-2.3166, 0.3285, 0.9239], [-2.0546, -1.4046, 0.6228], [-2.3618, -0.3054, -0.7264], [0.0013, 2.0246, 0.2967], [2.3667, 1.3222, -0.3263], [2.5829, -1.1912, -0.5187]],
  "lowdin_charge": [-0.053, -0.365, -0.076, 0.034, -0.214, 0.087, 0.072, 0.073, 0.074, 0.111, 0.143, 0.114]
}

# 3
{
  "formula": "C4H5NO",
  "method": "ωB97M-V/def2-TZVPD",
  "homo_energy_ev": -8.82,
  "e_tot_ha": -285.29364,
  "homo_lumo_gap_ev": 8.8,
  "de_lowest_kcal_mol": 75.9,
  "mol_weight_g_mol": 83.09,
  "species": ["C", "C", "N", "O", "C", "C", "H", "H", "H", "H", "H"],
  "positions_angstrom": [[0.7158, -0.4378, 1.8173], [-0.3031, 0.1178, 0.1254], [-0.6405, -0.0209, 1.2727], [-2.1986, 0.4185, -1.5291], [-1.0542, 0.4092, -1.9640], [0.1085, 0.2207, -1.1397], [0.4669, -0.6770, 2.8339], [1.1648, -1.2991, 1.3014], [1.4224, 0.4031, 1.7623], [-0.8253, 0.5937, -3.0216], [1.1434, 0.2720, -1.4587]],
  "lowdin_charge": [-0.064, -0.148, 0.114, -0.001, -0.330, -0.053, 0.075, 0.093, 0.091, 0.112, 0.110]
}

# 4
{
  "formula": "C23H25CrN2O6S",
  "method": "ωB97M-V/def2-TZVPD",
  "homo_energy_ev": [-14.85, -14.86],
  "spin_multiplicity": 4,
  "e_tot_ha": -2894.62396,
  "total_charge": 2,
  "homo_lumo_gap_ev": [7.5, 8.0],
  "de_lowest_kcal_mol": 41.2,
  "mol_weight_g_mol": 509.52,
  "s2": 3.78,
  "species": ["Cr", "O", "C", "O", "C", "C", "C", "C", "C", "N", "C", "O", "O", "H", "H", "H", "H", "C", "C", "C", "C", "N", "C", "C", "H", "H", "H", "H", "H", "H", "H", "C", "C", "C", "O", "H", "H", "H", "H", "H", "H", "C", "S", "O", "C", "C", "C", "C", "C", "C", "H", "H", "H", "H", "H", "H", "H", "H"],
  "positions_angstrom": [[0.3827, 0.2634, -1.0929], [2.5770, 3.9216, -2.0277], [2.1189, 2.7255, -1.7694], [0.9452, 2.3907, -1.8323], [3.1161, 1.6963, -1.3955], [4.4874, 1.8367, -1.3863], [5.2583, 0.6935, -1.1621], [4.6319, -0.5284, -1.0014], [3.2429, -0.5686, -1.0225], [2.5033, 0.5208, -1.1730], [2.3963, -1.8059, -0.9327], [2.8456, -2.9092, -0.7620], [1.1332, -1.5026, -1.0530], [1.8514, 4.5095, -2.2997], [4.9411, 2.7986, -1.5768], [6.3370, 0.7640, -1.1521], [5.1788, -1.4522, -0.8729], [-4.6928, 4.1884, -1.1113], [-3.4910, 3.3020, -1.0606], [-2.6913, 3.2031, 0.0720], [-1.6021, 2.3527, 0.0783], [-1.2763, 1.5975, -0.9716], [-2.0325, 1.6878, -2.0731], [-3.1269, 2.5193, -2.1572], [-4.7152, 4.8817, -0.2740], [-5.6021, 3.5869, -1.0780], [-4.7099, 4.7553, -2.0409], [-2.9066, 3.7905, 0.9540], [-0.9674, 2.2691, 0.9473], [-1.7514, 1.0625, -2.9124], [-3.6962, 2.5546, -3.0761], [-0.0615, 0.5136, 3.2062], [0.7067, 0.0454, 2.0241], [2.0116, -0.6207, 2.2717], [0.2223, 0.2048, 0.8957], [0.5597, 1.1768, 3.8110], [-0.2890, -0.3505, 3.8352], [-0.9813, 1.0121, 2.9146], [1.8730, -1.4045, 3.0183], [2.7097, 0.1001, 2.7036], [2.4258, -1.0540, 1.3725], [-2.6816, -3.0273, -1.6301], [-2.1661, -1.7761, -0.4747], [-1.2241, -0.9176, -1.3439], [-1.2348, -2.7309, 0.6898], [-1.6046, -2.5477, 2.0180], [-0.9591, -3.2764, 3.0086], [0.0498, -4.1617, 2.6621], [0.4168, -4.3344, 1.3306], [-0.2309, -3.6281, 0.3341], [-1.8144, -3.5575, -2.0145], [-3.2138, -2.5210, -2.4324], [-3.3540, -3.7038, -1.1036], [-2.4019, -1.8601, 2.2702], [-1.2562, -3.1669, 4.0427], [0.5467, -4.7365, 3.4316], [1.2046, -5.0260, 1.0690], [0.0611, -3.7563, -0.6943]],
  "lowdin_charge": [1.110, 0.216, -0.414, 0.060, -0.137, 0.068, 0.031, 0.074, -0.148, 0.092, -0.552, 0.152, -0.141, 0.170, 0.141, 0.135, 0.145, -0.017, -0.229, 0.018, -0.088, -0.083, -0.104, 0.021, 0.089, 0.103, 0.097, 0.128, 0.106, 0.128, 0.134, 0.030, -0.374, 0.056, -0.046, 0.117, 0.105, 0.093, 0.116, 0.122, 0.071, -0.190, 1.071, -0.595, -0.400, -0.097, -0.067, -0.044, -0.033, -0.061, 0.071, 0.071, 0.083, 0.114, 0.118, 0.120, 0.125, 0.114]
}